No. 1
{
  "formula": "C16H15IO11S",
  "method": "ωB97M-V/def2-TZVPD",
  "max_force_ev_per_a": 3.4,
  "gap_ev": 7.3,
  "total_energy_ha": -2142.16343,
  "elements": ["C", "C", "S", "C", "O", "C", "O", "O", "I", "H", "H", "H", "H", "H", "H", "H", "C", "C", "C", "O", "C", "C", "C", "O", "O", "O", "H", "H", "H", "H", "C", "C", "C", "O", "C", "C", "C", "O", "O", "O", "H", "H", "H", "H"],
  "xyz": [[5.3703, -0.3191, -0.1200], [4.3520, 0.7806, -0.5380], [2.8643, 0.5642, 0.5238], [1.4901, 1.1024, -0.5310], [1.0820, 0.0242, -1.4077], [-0.0981, -0.5204, -1.1019], [-0.6656, -1.1287, -1.9172], [-0.5861, -0.4107, 0.1653], [-2.5642, 0.0377, 0.0518], [5.3744, -1.1632, -0.8107], [5.0789, -0.6768, 0.8751], [6.3734, 0.0959, 0.0038], [4.8130, 1.7362, -0.2839], [4.0842, 0.7027, -1.5920], [0.6714, 1.5524, 0.0266], [1.8901, 1.8851, -1.1837], [2.3613, -5.0111, 0.5726], [2.7116, -6.1299, -0.0706], [2.9587, -6.1437, -1.5480], [3.2939, -7.1890, -2.0748], [2.7821, -4.9005, -2.2852], [2.4277, -3.7776, -1.6455], [2.2042, -3.7587, -0.1602], [1.9014, -2.7132, 0.3816], [2.2604, -2.6263, -2.2906], [2.8627, -7.2955, 0.5615], [2.1826, -4.9900, 1.6385], [2.9482, -4.9275, -3.3528], [2.0105, -1.9633, -1.6165], [3.1184, -7.9387, -0.1278], [-5.2985, 4.6434, 2.8604], [-5.0964, 3.4996, 2.1968], [-5.1703, 3.4361, 0.6998], [-4.9600, 2.3731, 0.1425], [-5.4968, 4.6563, -0.0245], [-5.7021, 5.8000, 0.6398], [-5.6026, 5.8705, 2.1338], [-5.7815, 6.9407, 2.6820], [-6.0047, 6.9366, 0.0161], [-4.8178, 2.3573, 2.8265], [-5.2459, 4.7025, 3.9384], [-5.5638, 4.5938, -1.1015], [-6.0997, 7.6088, 0.7190], [-4.7138, 1.6839, 2.1282]],
  "forces_ev_per_a": [[-0.5, 0.3, 0.3], [0.4, -0.5, 0.6], [-0.4, 0.2, -0.1], [1.7, 0.4, -0.4], [-0.2, 1.1, 1.5], [0.3, -0.1, 1.0], [-1.5, -1.7, -2.5], [0.0, 1.1, -0.1], [0.4, -0.1, 0.3], [0.0, 0.1, 0.1], [0.2, -0.2, -0.2], [-0.1, -0.1, -0.3], [-0.3, 0.1, -0.4], [0.0, 0.2, 0.1], [0.0, -0.5, 0.2], [-0.1, -0.2, -0.1], [0.0, 0.2, 0.0], [-0.1, 0.0, 0.6], [0.0, 0.3, -0.6], [0.0, -0.2, 0.3], [0.1, -0.3, 0.1], [0.1, 0.1, -0.6], [0.0, -0.3, 0.5], [-0.1, 0.1, -0.4], [0.0, -0.1, 0.6], [0.1, 0.0, -0.5], [0.0, 0.0, 0.0], [0.0, 0.0, 0.0], [0.0, 0.1, -0.2], [0.0, 0.0, 0.0], [-0.1, 0.3, 0.0], [0.0, 0.0, 0.5], [-0.1, 0.4, -0.5], [0.1, -0.3, 0.3], [0.1, -0.3, 0.0], [-0.1, 0.0, -0.6], [0.1, -0.3, 0.6], [-0.1, 0.1, -0.3], [0.0, 0.0, 0.5], [0.0, 0.0, -0.5], [0.0, 0.0, 0.0], [0.0, 0.0, 0.0], [0.0, 0.0, -0.1], [0.0, 0.0, 0.1]]
}

***

No. 2
{
  "formula": "C21H45N2O5P",
  "method": "ωB97M-V/def2-TZVPD",
  "max_force_ev_per_a": 0.8,
  "gap_ev": 9.1,
  "total_energy_ha": -1654.22695,
  "smiles": "CCCCCCCCCCCCC(=O)OCP(C)O.CN(C)C=O.CN(C)C=O",
  "elements": ["C", "C", "C", "C", "C", "C", "C", "C", "C", "C", "C", "C", "C", "O", "O", "C", "P", "C", "O", "H", "H", "H", "H", "H", "H", "H", "H", "H", "H", "H", "H", "H", "H", "H", "H", "H", "H", "H", "H", "H", "H", "H", "H", "H", "H", "H", "H", "H", "H", "H", "C", "N", "C", "C", "O", "H", "H", "H", "H", "H", "H", "H", "C", "N", "C", "C", "O", "H", "H", "H", "H", "H", "H", "H"],
  "xyz": [[4.2881, 1.6393, -1.3840], [3.1951, 2.6767, -1.6292], [1.9873, 2.2210, -2.4815], [1.6208, 0.7338, -2.4602], [0.7187, 0.2562, -1.2972], [0.8137, 1.0199, 0.0323], [1.7713, 0.3939, 1.0765], [1.1464, 0.1960, 2.4642], [0.4371, -1.1494, 2.6346], [-0.8214, -1.2849, 1.7851], [-1.5631, -2.6080, 1.9671], [-0.7163, -3.8854, 1.9975], [0.1153, -4.1073, 0.7570], [0.7406, -3.2703, 0.1645], [0.1198, -5.4095, 0.3556], [0.0393, -5.6101, -1.0680], [1.6909, -5.4682, -1.9279], [2.6168, -6.5862, -0.8122], [1.3809, -6.5674, -3.1548], [4.8713, 1.4547, -2.2893], [3.8898, 0.6884, -1.0321], [4.9839, 1.9996, -0.6233], [2.8400, 3.0797, -0.6795], [3.6531, 3.5231, -2.1514], [1.1181, 2.7889, -2.1356], [2.1439, 2.5252, -3.5205], [1.0933, 0.5177, -3.3937], [2.5177, 0.1126, -2.5041], [0.9709, -0.7901, -1.0987], [-0.3210, 0.2489, -1.6336], [-0.1863, 1.0478, 0.4716], [1.0879, 2.0646, -0.0968], [2.1605, -0.5654, 0.7209], [2.6177, 1.0753, 1.2014], [0.4478, 1.0172, 2.6606], [1.9256, 0.2665, 3.2288], [0.1928, -1.2939, 3.6942], [1.1483, -1.9290, 2.3449], [-0.5538, -1.1707, 0.7342], [-1.5028, -0.4602, 2.0036], [-2.3388, -2.7147, 1.2030], [-2.0946, -2.5760, 2.9254], [-1.3680, -4.7519, 2.1044], [-0.0468, -3.8899, 2.8618], [-0.3483, -6.6194, -1.2061], [-0.6654, -4.8987, -1.5076], [3.2417, -7.2190, -1.4433], [3.2595, -5.9694, -0.1838], [1.9805, -7.2091, -0.1860], [1.1429, -6.0706, -3.9441], [-6.2147, -1.5352, 1.8912], [-5.1961, -0.5141, 1.7949], [-5.0936, 0.4976, 2.8322], [-4.3212, -0.4629, 0.7679], [-3.4496, 0.3745, 0.6551], [-7.2133, -1.0931, 1.8994], [-6.0907, -2.1273, 2.8007], [-6.1396, -2.2012, 1.0331], [-5.2255, 1.4946, 2.4112], [-4.1120, 0.4643, 3.3062], [-5.8624, 0.3154, 3.5798], [-4.4687, -1.2730, 0.0326], [0.9386, 7.8649, -1.3023], [0.5475, 6.4739, -1.2599], [-0.2943, 5.9319, -2.3133], [0.9393, 5.6441, -0.2716], [0.6281, 4.4713, -0.2067], [0.0639, 8.5183, -1.2756], [1.5069, 8.0838, -2.2089], [1.5642, 8.0900, -0.4402], [-1.2240, 5.5411, -1.8991], [0.2121, 5.1132, -2.8256], [-0.5185, 6.7219, -3.0266], [1.5806, 6.1338, 0.4805]],
  "forces_ev_per_a": [[0.1, 0.1, 0.0], [0.0, 0.0, -0.2], [-0.1, 0.0, 0.1], [-0.1, -0.1, 0.0], [0.3, 0.0, 0.0], [-0.1, -0.3, 0.3], [0.0, 0.4, 0.0], [0.0, -0.1, 0.0], [0.0, 0.1, 0.0], [0.2, 0.0, -0.2], [-0.1, 0.1, 0.3], [0.0, -0.2, -0.1], [0.4, -0.1, 0.0], [-0.2, 0.1, -0.1], [-0.8, 0.1, 0.0], [0.4, 0.1, -0.1], [-0.1, 0.0, 0.0], [0.1, 0.1, -0.1], [-0.2, 0.1, 0.1], [-0.1, -0.1, 0.0], [0.0, 0.0, 0.0], [0.0, 0.0, 0.0], [0.0, -0.1, 0.0], [0.0, 0.1, 0.1], [0.0, 0.0, -0.1], [0.1, -0.1, 0.0], [0.0, 0.0, 0.0], [0.1, 0.1, 0.0], [-0.2, 0.0, 0.0], [0.0, 0.2, 0.0], [0.0, 0.0, 0.0], [-0.1, 0.0, -0.2], [0.0, 0.0, 0.0], [0.1, -0.2, -0.1], [0.0, 0.0, 0.0], [0.0, 0.0, 0.0], [0.0, -0.1, 0.0], [0.0, 0.0, 0.1], [0.0, 0.0, 0.0], [-0.1, 0.0, 0.0], [0.1, 0.0, -0.1], [0.0, -0.1, 0.0], [0.0, 0.0, 0.1], [0.0, 0.1, -0.1], [0.1, 0.0, 0.0], [0.0, 0.0, 0.1], [0.1, 0.0, 0.0], [0.0, -0.1, 0.1], [0.0, 0.0, 0.0], [0.1, -0.1, -0.1], [0.0, 0.0, 0.0], [0.0, 0.0, 0.0], [0.0, 0.0, 0.0], [0.0, 0.0, 0.0], [-0.1, 0.0, 0.0], [0.0, 0.0, 0.0], [0.0, 0.0, 0.0], [0.0, 0.0, 0.0], [0.0, 0.0, 0.0], [0.0, 0.0, 0.0], [0.0, 0.0, 0.0], [0.0, 0.0, 0.0], [0.0, 0.0, 0.0], [0.0, 0.0, 0.0], [0.0, 0.0, 0.0], [0.0, 0.0, 0.0], [0.0, 0.1, 0.1], [0.0, 0.0, 0.0], [0.0, 0.0, 0.0], [0.0, 0.0, 0.0], [0.0, 0.0, 0.0], [0.0, 0.0, 0.0], [0.0, 0.0, 0.0], [0.0, 0.0, 0.0]]
}

***

No. 3
{
  "formula": "C34H57IrN3O2SSi",
  "method": "ωB97M-V/def2-TZVPD",
  "max_force_ev_per_a": 3.0,
  "gap_ev": [6.7, 6.0],
  "spin_multiplicity": 5,
  "total_energy_ha": -2436.10905,
  "de_lowest_kj_mol": 0.0,
  "total_charge": 1,
  "s_squared": 6.082,
  "elements": ["O", "O", "C", "C", "H", "H", "H", "H", "H", "C", "C", "H", "H", "H", "H", "H", "C", "C", "C", "H", "H", "H", "H", "H", "C", "H", "H", "H", "H", "H", "H", "N", "C", "C", "C", "C", "H", "H", "H", "C", "H", "H", "H", "N", "C", "C", "C", "C", "H", "C", "H", "C", "H", "C", "C", "C", "C", "C", "C", "H", "C", "H", "C", "H", "C", "C", "Ir", "H", "H", "H", "H", "H", "H", "H", "H", "H", "H", "H", "H", "H", "C", "Si", "H", "H", "C", "C", "C", "H", "H", "H", "H", "H", "H", "H", "H", "H", "S", "C", "N"],
  "xyz": [[0.9561, -1.0160, -1.6333], [0.9966, -0.1410, -5.8280], [2.3921, -1.3031, -1.5889], [2.7715, -2.5520, -0.8223], [2.8325, -0.4152, -1.1242], [2.7270, -1.3300, -2.6341], [2.2348, -2.6331, 0.1301], [3.8401, -2.4978, -0.5826], [2.6024, -3.4583, -1.4112], [0.1420, -2.1784, -1.9486], [0.3962, -2.6794, -3.3517], [-0.8938, -1.8379, -1.8110], [0.3457, -2.9561, -1.1932], [0.3547, -1.8817, -4.1026], [-0.3771, -3.4176, -3.5941], [1.3679, -3.1799, -3.4272], [-0.0893, 0.4491, -6.5719], [1.9389, -0.8837, -6.6193], [-1.4010, -0.2745, -6.3485], [0.1398, 0.4633, -7.6536], [-0.1703, 1.4847, -6.2083], [-1.3371, -1.3294, -6.6412], [-2.1692, 0.1915, -6.9725], [-1.7291, -0.1963, -5.3052], [1.3250, -2.0451, -7.3786], [2.6900, -1.2385, -5.9006], [2.4324, -0.1999, -7.3311], [0.7482, -2.7005, -6.7163], [2.1263, -2.6336, -7.8317], [0.6864, -1.6981, -8.1983], [1.5934, 0.4598, -3.5735], [-0.7908, -0.8415, 1.4711], [-1.1250, 0.0326, 2.6201], [-2.2969, 0.8307, 2.2273], [-2.5024, 1.3079, 0.9703], [-1.3956, -0.8235, 3.8622], [-0.5037, -1.3626, 4.2155], [-2.1976, -1.5489, 3.6453], [-1.7279, -0.1837, 4.6918], [-3.6972, 2.1898, 0.7225], [-4.3243, 1.8539, -0.1173], [-3.4115, 3.2433, 0.5646], [-4.3265, 2.1561, 1.6208], [-1.6191, 1.1204, -0.0614], [-0.5875, -2.2335, 1.6777], [0.6378, -2.7367, 2.1838], [1.7779, -1.8353, 2.5738], [0.7860, -4.1134, 2.3136], [1.7457, -4.4946, 2.6708], [-0.2680, -4.9749, 2.0225], [-0.1369, -6.0460, 2.1519], [-1.4947, -4.4687, 1.6001], [-2.3392, -5.1240, 1.3876], [-1.6823, -3.1010, 1.4500], [-3.0370, -2.5753, 1.0679], [-1.8377, 1.8216, -1.3097], [-1.1986, 3.0554, -1.5125], [-0.2614, 3.6212, -0.4964], [-1.4434, 3.7437, -2.6994], [-0.9671, 4.7179, -2.8336], [-2.2612, 3.1895, -3.6788], [-2.4308, 3.7316, -4.6120], [-2.8864, 1.9566, -3.4711], [-3.5399, 1.5285, -4.2313], [-2.6997, 1.2643, -2.2723], [-3.3440, -0.0639, -2.0211], [0.0707, 0.1525, 0.0425], [2.6933, -2.4362, 2.6864], [1.6140, -1.2993, 3.5260], [1.9798, -1.0822, 1.7949], [-3.0001, -1.4981, 0.8585], [-3.7775, -2.7507, 1.8687], [-3.4121, -3.0913, 0.1704], [0.3364, 4.4028, -0.9798], [0.4258, 2.8666, -0.0873], [-0.7991, 4.0718, 0.3508], [-3.9313, -0.0829, -1.0920], [-2.5766, -0.8483, -1.9489], [-4.0199, -0.3337, -2.8392], [-2.9909, 1.1551, 3.0032], [1.4762, 1.5632, -3.4632], [2.6449, 2.6646, -4.4982], [0.4351, 1.7712, -3.7451], [1.5715, 1.8062, -2.3937], [4.3150, 1.8426, -4.7312], [2.8753, 4.3268, -3.6338], [2.0248, 3.1179, -6.2233], [2.8429, 3.5727, -6.8044], [1.2139, 3.8583, -6.1607], [1.6629, 2.2554, -6.7976], [4.8380, 1.7466, -3.7695], [4.9392, 2.4474, -5.4054], [4.2006, 0.8429, -5.1727], [2.9506, 4.2188, -2.5436], [2.0417, 5.0080, -3.8573], [3.7972, 4.8147, -3.9836], [0.8295, 1.5525, 4.0642], [0.0798, 0.9552, 2.6778], [0.5626, 1.2004, 1.4712]],
  "forces_ev_per_a": [[-0.2, -0.7, 0.4], [-0.2, -0.2, -0.6], [0.0, 0.5, -0.2], [0.1, -0.1, 0.0], [-0.1, -0.1, -0.1], [0.0, -0.1, 0.3], [0.0, 0.0, -0.3], [-0.2, 0.0, -0.1], [0.0, 0.1, 0.2], [0.0, -0.2, 0.0], [-0.1, -0.2, -0.2], [0.3, -0.1, -0.1], [-0.2, 0.2, -0.2], [0.0, 0.0, 0.2], [0.2, 0.1, 0.0], [-0.2, 0.1, 0.0], [0.3, -0.1, 0.2], [-0.3, 0.4, 0.1], [-0.2, -0.1, 0.0], [0.1, 0.1, 0.4], [0.0, -0.3, -0.2], [0.0, 0.2, 0.1], [0.0, 0.0, 0.1], [0.1, -0.1, -0.1], [0.1, -0.1, -0.1], [-0.1, 0.1, -0.2], [0.0, -0.1, 0.2], [0.1, 0.1, -0.1], [0.0, 0.0, 0.0], [0.0, -0.1, 0.2], [0.1, 1.0, -0.1], [1.0, -1.2, 0.3], [-0.3, -2.2, 0.4], [-0.2, 0.5, 0.6], [0.1, 0.9, -1.7], [-0.2, 0.3, 0.5], [-0.3, 0.2, -0.3], [0.3, 0.3, 0.1], [0.1, -0.1, -0.3], [-0.6, 0.1, 0.3], [0.4, 0.2, 0.2], [0.0, -0.4, -0.1], [0.1, 0.1, -0.3], [-2.4, 1.9, -0.1], [-0.3, -0.9, 0.5], [-0.3, 0.3, -0.3], [0.4, 0.0, -0.1], [-0.1, 0.0, 0.0], [-0.4, 0.0, -0.1], [-0.1, -0.1, 0.0], [0.0, 0.2, -0.1], [0.2, -0.1, 0.1], [0.3, 0.0, 0.1], [0.6, 0.4, -0.1], [-0.3, 0.1, -0.2], [-0.5, 0.2, -0.1], [-0.2, -0.4, 0.0], [0.4, 0.3, 0.1], [0.0, -0.2, 0.0], [-0.2, -0.3, -0.1], [-0.2, 0.1, -0.1], [0.0, -0.2, 0.3], [0.2, 0.2, 0.3], [0.2, 0.1, 0.1], [0.4, 0.3, 0.0], [-0.2, -0.3, -0.1], [1.7, -1.1, -0.2], [-0.3, 0.2, 0.0], [0.0, -0.2, -0.4], [-0.1, -0.1, 0.3], [-0.1, -0.3, 0.0], [0.3, 0.1, -0.3], [0.1, 0.2, 0.3], [-0.1, -0.1, 0.3], [-0.2, 0.4, -0.2], [0.1, -0.1, -0.1], [0.2, 0.0, -0.2], [-0.3, 0.1, 0.1], [0.2, 0.1, 0.1], [0.2, -0.2, -0.1], [-0.1, -0.4, -0.1], [0.0, 0.1, -0.2], [0.1, 0.0, 0.1], [0.0, 0.1, -0.1], [0.0, -0.1, 0.2], [0.0, 0.0, 0.2], [-0.2, -0.1, -0.1], [-0.2, -0.1, 0.3], [0.1, -0.2, -0.1], [0.2, 0.3, 0.1], [0.0, -0.1, -0.2], [-0.1, -0.2, 0.2], [0.1, 0.2, 0.1], [0.0, 0.1, -0.2], [0.2, -0.2, 0.1], [-0.2, -0.1, 0.1], [-0.5, -0.1, -0.3], [1.0, 0.9, -0.4], [0.6, 0.5, 1.4]]
}

***

No. 4
{
  "formula": "C19H24N3O3S3",
  "method": "ωB97M-V/def2-TZVPD",
  "max_force_ev_per_a": 3.7,
  "gap_ev": 5.9,
  "total_energy_ha": -2323.00231,
  "de_lowest_kj_mol": 53.3,
  "total_charge": -1,
  "elements": ["C", "C", "C", "O", "C", "S", "S", "H", "H", "H", "H", "H", "H", "H", "C", "N", "C", "C", "C", "C", "C", "C", "C", "C", "O", "N", "C", "C", "S", "N", "C", "C", "O", "C", "C", "H", "H", "H", "H", "H", "H", "H", "H", "H", "H", "H", "H", "H", "H", "H", "H", "H"],
  "xyz": [[-5.4578, 1.1638, 2.6972], [-4.2877, 2.0813, 2.3617], [-4.6800, 3.0110, 1.2466], [-3.1626, 1.2085, 2.0299], [-1.9236, 1.7762, 1.9328], [-0.6528, 0.8068, 1.4401], [-1.7405, 3.3897, 2.3153], [-6.3621, 1.7568, 2.8805], [-5.6713, 0.4672, 1.8777], [-5.2638, 0.5829, 3.6031], [-4.0564, 2.6750, 3.2629], [-5.6148, 3.5189, 1.5120], [-3.9219, 3.7810, 1.0662], [-4.8482, 2.4521, 0.3176], [5.3469, 2.6711, -2.9928], [5.0165, 1.2639, -2.8469], [5.1690, 0.5105, -4.0790], [4.1260, 0.8325, -1.8434], [2.7803, 1.2527, -1.8362], [1.8991, 0.7680, -0.8833], [2.3200, -0.1131, 0.1149], [1.3536, -0.6411, 1.0910], [0.4799, -1.7013, 0.8161], [-0.2839, -2.2057, 1.9539], [0.1247, -2.1362, 3.1140], [-1.5611, -2.7374, 1.6851], [-2.3352, -3.1121, 2.8553], [-2.0963, -2.9592, 0.4241], [-3.5862, -3.6706, 0.1266], [-1.2778, -2.5756, -0.6281], [-1.8010, -2.8488, -1.9708], [-0.0319, -1.9245, -0.5266], [0.5402, -1.5440, -1.5517], [3.6899, -0.4582, 0.1730], [4.5662, -0.0288, -0.8093], [5.2754, 3.1716, -2.0219], [6.3770, 2.7434, -3.3618], [4.6848, 3.1749, -3.7130], [4.9049, -0.5385, -3.9139], [4.5381, 0.9200, -4.8836], [6.2138, 0.5773, -4.4027], [2.4223, 1.9227, -2.6174], [0.8607, 1.0981, -0.8733], [1.6760, -0.5780, 2.1368], [-3.2407, -3.5937, 2.4869], [-1.7579, -3.8006, 3.4741], [-2.5907, -2.2255, 3.4424], [-1.1088, -2.4490, -2.7062], [-1.9229, -3.9305, -2.0861], [-2.7920, -2.3940, -2.0664], [4.0460, -1.0905, 0.9898], [5.6189, -0.3209, -0.8135]],
  "forces_ev_per_a": [[0.0, -0.3, 0.1], [-0.3, -0.4, 0.6], [0.1, 0.5, -0.7], [0.0, 0.4, -0.1], [-0.5, 1.4, 0.5], [-1.4, -0.9, -0.3], [0.5, 0.5, 0.3], [0.2, 0.0, -0.1], [0.1, 0.1, 0.1], [0.1, 0.0, -0.1], [0.3, -0.3, -0.4], [0.1, -0.1, 0.0], [-0.2, -0.3, 0.0], [0.0, 0.0, 0.1], [-0.3, -0.5, 0.2], [1.1, 0.1, -0.2], [-0.2, 0.1, 0.5], [-1.0, -0.3, 0.7], [0.6, -0.4, 0.0], [0.0, 0.3, 0.2], [0.5, 1.0, -0.7], [1.2, -3.4, 0.2], [0.6, 2.0, 0.3], [0.2, 0.3, 1.3], [-0.7, -0.4, -1.3], [-0.2, -0.4, -0.3], [-0.3, -0.1, 0.2], [1.0, 0.4, 0.1], [0.5, 0.2, 0.3], [-0.6, -0.4, -0.1], [0.0, 0.0, 0.0], [0.5, 0.7, -1.4], [-0.8, -0.9, 1.1], [-0.9, -0.2, 0.3], [0.0, 0.7, -0.9], [0.0, -0.1, -0.2], [-0.1, 0.2, 0.0], [0.0, 0.2, 0.0], [0.1, 0.2, -0.1], [0.0, -0.1, -0.1], [-0.1, -0.1, -0.1], [0.1, -0.1, 0.2], [0.3, -0.2, -0.1], [-0.5, 0.2, -0.3], [0.1, 0.1, 0.3], [0.0, 0.1, 0.0], [0.1, -0.1, -0.1], [0.0, 0.0, 0.2], [0.0, 0.2, -0.1], [0.3, 0.0, -0.1], [-0.1, 0.1, -0.3], [-0.3, 0.1, 0.1]]
}